1.
51
Properties=species:S:1:pos:R:3:forces:R:3:nbo_charge:R:1 method="wB97M-V/def2-TZVPD" de_lowest_kcal_mol=17.2 e_lumo_ev=-1.06 fmax_ev_per_a=0.55 orbital_gap_ha=0.269
W 0.226 -0.528 -0.136 0.205 -0.050 0.362 1.70
O -0.488 1.031 0.913 0.135 0.127 -0.513 -0.80
C -1.744 1.493 1.105 -0.072 -0.093 0.101 0.42
C -2.547 0.862 2.054 -0.059 -0.029 -0.018 -0.29
C -3.822 1.327 2.321 0.026 -0.024 0.018 -0.16
C -4.312 2.459 1.682 0.000 0.026 -0.019 -0.25
C -3.503 3.122 0.778 -0.026 -0.023 -0.017 -0.16
C -2.235 2.644 0.456 0.089 0.075 0.101 -0.21
C -1.328 3.399 -0.417 0.151 -0.092 0.023 0.16
N -0.474 2.757 -1.084 -0.158 0.101 -0.167 -0.43
C 0.694 3.350 -1.658 0.027 -0.082 0.079 -0.24
C 1.836 2.443 -1.165 0.005 0.012 0.021 -0.22
N 1.490 1.037 -1.474 -0.061 0.053 0.007 -0.46
C 1.717 0.753 -2.707 -0.029 0.024 -0.007 0.20
C 1.091 -0.290 -3.475 0.043 0.003 -0.008 -0.24
C 1.589 -0.662 -4.731 -0.018 -0.012 -0.006 -0.14
C 0.866 -1.504 -5.541 0.020 0.013 0.002 -0.25
C -0.397 -1.939 -5.123 -0.017 -0.008 0.006 -0.15
C -0.927 -1.550 -3.912 -0.007 0.004 -0.003 -0.28
C -0.174 -0.735 -3.062 -0.016 0.129 -0.001 0.47
O -0.656 -0.373 -1.886 -0.118 -0.071 0.035 -0.68
H -2.151 0.005 2.582 -0.012 -0.005 -0.003 0.22
H -4.434 0.806 3.046 0.004 -0.003 0.002 0.22
H -5.305 2.827 1.902 0.001 0.004 -0.003 0.21
H -3.852 4.027 0.295 -0.006 -0.001 0.002 0.21
H -1.356 4.498 -0.376 0.020 0.003 0.050 0.15
H 0.876 4.391 -1.358 -0.009 0.011 -0.028 0.18
H 0.646 3.297 -2.750 0.020 -0.007 -0.004 0.20
H 1.933 2.592 -0.090 -0.040 0.025 0.009 0.19
H 2.785 2.710 -1.639 0.017 -0.019 0.025 0.20
H 2.346 1.440 -3.280 0.005 -0.003 0.004 0.18
H 2.553 -0.283 -5.050 0.001 -0.004 -0.004 0.21
H 1.258 -1.814 -6.499 -0.001 -0.002 -0.001 0.22
H -0.974 -2.593 -5.766 -0.001 0.000 0.000 0.22
H -1.904 -1.876 -3.580 -0.001 0.000 -0.001 0.24
N 1.965 0.220 1.140 0.005 0.042 0.001 -0.76
C 1.661 0.248 2.585 -0.006 0.000 0.019 -0.31
C 0.771 -0.933 2.895 -0.029 -0.013 -0.017 0.65
O 0.598 -1.311 4.043 0.014 0.006 0.006 -0.63
N 0.238 -1.466 1.779 -0.087 0.028 0.028 -0.65
C -0.675 -2.568 1.946 0.041 0.011 0.015 -0.36
C -1.841 -2.291 1.035 -0.043 0.015 0.010 0.80
O -2.940 -2.754 1.120 0.019 -0.046 -0.042 -0.55
O -1.487 -1.437 0.056 -0.102 -0.007 0.048 -0.69
H 2.723 -0.430 0.961 -0.026 -0.024 -0.011 0.42
H 2.277 1.133 0.836 -0.032 -0.007 -0.033 0.40
H 1.123 1.164 2.818 -0.006 -0.006 -0.008 0.24
H 2.565 0.197 3.189 0.005 -0.001 -0.008 0.22
H -1.002 -2.670 2.979 0.002 0.004 0.001 0.26
H -0.218 -3.515 1.630 -0.014 -0.007 -0.001 0.23
Se 1.640 -2.164 -0.871 0.142 -0.076 -0.052 -0.10

---

2.
50
Properties=species:S:1:pos:R:3:forces:R:3:nbo_charge:R:1 method="wB97M-V/def2-TZVPD" e_lumo_ev="-0.49 / -0.48" fmax_ev_per_a=0.70 s2=2.00 spin_multiplicity=3 orbital_gap_ha="0.280 / 0.281"
Tm -0.178 0.531 1.286 0.664 0.227 0.050 1.64
S -0.728 0.298 3.823 -0.118 0.013 0.028 -0.30
C 0.300 -1.116 3.775 -0.017 0.038 -0.057 -0.17
S 1.007 -1.599 2.246 -0.111 0.049 -0.163 -0.34
C 0.576 -1.825 4.910 0.078 -0.042 0.067 -0.42
C 1.458 -2.954 4.872 -0.096 0.034 0.049 0.30
N 2.167 -3.861 4.844 -0.004 0.050 -0.012 -0.33
C 0.028 -1.452 6.179 0.012 -0.016 -0.076 0.29
N -0.413 -1.152 7.199 0.032 -0.022 -0.027 -0.32
C -0.105 4.826 0.427 0.021 0.006 0.041 -0.43
C 1.112 4.887 1.378 -0.046 -0.034 -0.008 -0.44
C 0.942 3.676 2.306 -0.017 0.064 -0.008 -0.07
O -0.107 2.884 1.707 -0.206 -0.523 -0.242 -0.60
C -1.022 3.813 1.091 0.117 0.081 -0.039 -0.07
H 0.195 4.462 -0.555 0.003 0.004 -0.006 0.22
H -0.593 5.790 0.301 0.021 -0.002 -0.005 0.23
H 1.122 5.808 1.958 0.012 0.008 -0.005 0.22
H 2.045 4.828 0.823 -0.002 0.016 -0.007 0.23
H 0.616 3.962 3.306 -0.017 -0.005 0.034 0.20
H 1.825 3.048 2.384 0.019 -0.049 -0.005 0.22
H -1.638 4.263 1.871 -0.027 -0.004 0.034 0.19
H -1.658 3.261 0.400 -0.009 -0.041 -0.015 0.21
C 1.751 -2.464 -1.541 -0.041 -0.027 0.075 -0.44
N 1.664 -1.061 -1.183 -0.084 0.076 -0.119 -0.58
C 2.510 -0.430 -0.374 0.064 -0.077 0.246 0.39
S 2.230 1.228 0.025 -0.292 -0.045 0.046 -0.33
N 3.536 -1.121 0.113 0.063 0.086 0.038 -0.56
C 4.430 -0.677 1.177 -0.017 0.031 -0.057 -0.42
H 0.919 -2.696 -2.199 -0.002 -0.001 -0.011 0.24
H 1.673 -3.105 -0.658 -0.009 0.021 0.012 0.22
H 2.683 -2.677 -2.067 -0.010 0.001 -0.027 0.21
H 0.863 -0.530 -1.501 -0.014 -0.015 -0.020 0.45
H 3.541 -2.112 -0.071 0.024 -0.017 -0.015 0.41
H 4.480 0.407 1.175 0.010 0.004 -0.024 0.23
H 5.422 -1.084 0.994 -0.011 -0.010 0.002 0.21
H 4.060 -1.017 2.144 -0.033 -0.009 0.008 0.23
N -5.228 -3.494 -6.818 0.020 0.021 0.032 -0.30
C -4.686 -3.001 -5.932 0.021 0.013 0.033 0.27
C -4.003 -2.384 -4.825 -0.013 -0.018 -0.015 -0.18
C -3.794 -3.100 -3.648 -0.018 -0.037 -0.007 -0.15
C -3.135 -2.507 -2.588 0.008 0.018 0.004 -0.22
C -2.673 -1.191 -2.686 0.001 -0.041 0.040 -0.05
C -2.892 -0.480 -3.869 0.010 0.013 -0.003 -0.21
C -3.550 -1.071 -4.931 -0.006 0.027 -0.034 -0.16
C -1.981 -0.587 -1.584 0.042 0.052 -0.087 0.02
C -1.387 -0.073 -0.649 -0.027 0.080 0.245 -0.68
H -4.152 -4.118 -3.571 0.006 0.009 0.006 0.23
H -2.973 -3.056 -1.670 -0.003 -0.001 -0.005 0.23
H -2.540 0.540 -3.947 0.001 -0.004 0.003 0.23
H -3.719 -0.520 -5.846 0.001 -0.004 0.009 0.23

---

3.
47
Properties=species:S:1:pos:R:3:forces:R:3:nbo_charge:R:1 method="wB97M-V/def2-TZVPD" de_lowest_kcal_mol=0.0 e_lumo_ev=0.73 fmax_ev_per_a=0.86 smiles="COc1cccc(OP(=O)(Nc2ccccc2)Oc2cccc(OC)c2)c1" orbital_gap_ha=0.338
C -1.877 -3.383 3.349 -0.024 -0.123 0.168 -0.25
O -1.624 -2.616 2.196 0.036 0.190 -0.243 -0.51
C -0.480 -1.886 2.137 0.250 0.164 -0.129 0.40
C 0.513 -1.873 3.111 -0.273 -0.223 0.141 -0.35
C 1.646 -1.097 2.925 -0.001 0.091 -0.138 -0.17
C 1.813 -0.337 1.785 0.046 0.133 -0.192 -0.31
C 0.820 -0.357 0.812 -0.087 -0.499 0.691 0.39
O 1.031 0.363 -0.343 -0.378 0.486 -0.359 -0.81
P -0.044 1.427 -0.921 0.536 0.127 -0.562 2.49
O -1.229 1.594 -0.088 0.153 0.054 0.071 -1.06
N 0.896 2.746 -1.304 -0.488 -0.587 -0.253 -0.96
C 1.653 3.447 -0.372 0.295 0.319 0.385 0.16
C 2.645 4.328 -0.794 -0.083 -0.082 -0.043 -0.26
C 3.387 5.033 0.136 0.002 -0.020 -0.006 -0.18
C 3.155 4.864 1.490 0.058 0.066 0.115 -0.25
C 2.168 3.988 1.910 0.058 0.008 -0.003 -0.20
C 1.418 3.282 0.989 0.002 -0.018 -0.036 -0.23
O -0.304 0.948 -2.431 0.179 0.143 0.360 -0.80
C -1.301 0.001 -2.625 -0.694 -0.436 -0.245 0.38
C -2.549 0.401 -3.063 0.314 0.216 0.039 -0.30
C -3.522 -0.563 -3.279 0.122 -0.064 0.055 -0.17
C -3.258 -1.896 -3.045 0.108 -0.194 0.063 -0.29
C -2.000 -2.295 -2.587 -0.156 0.231 -0.042 0.40
O -1.836 -3.623 -2.364 -0.267 0.146 -0.143 -0.51
C -0.621 -4.068 -1.808 0.219 -0.084 0.101 -0.26
C -1.014 -1.335 -2.386 0.264 -0.138 0.001 -0.42
C -0.320 -1.116 0.983 -0.091 -0.078 -0.016 -0.36
H -2.846 -3.851 3.182 0.073 0.010 0.059 0.20
H -1.928 -2.757 4.245 0.017 -0.019 -0.029 0.18
H -1.119 -4.160 3.489 -0.023 0.043 0.004 0.17
H 0.415 -2.454 4.014 -0.043 -0.070 0.069 0.22
H 2.409 -1.087 3.688 0.069 -0.002 0.057 0.22
H 2.689 0.273 1.635 0.105 0.069 -0.032 0.23
H 1.200 2.804 -2.263 -0.079 0.004 -0.026 0.43
H 2.829 4.458 -1.851 0.016 0.022 -0.111 0.21
H 4.153 5.715 -0.202 0.054 0.047 -0.034 0.21
H 3.739 5.413 2.213 0.040 0.049 0.059 0.21
H 1.979 3.851 2.965 -0.029 -0.016 0.082 0.22
H 0.640 2.607 1.310 -0.110 -0.016 0.182 0.22
H -2.747 1.449 -3.218 -0.024 0.122 -0.020 0.23
H -4.500 -0.265 -3.623 -0.088 0.023 -0.030 0.22
H -4.010 -2.652 -3.198 -0.095 -0.092 -0.024 0.22
H 0.223 -3.873 -2.478 -0.028 0.006 0.027 0.18
H -0.735 -5.143 -1.678 0.061 0.077 0.011 0.20
H -0.431 -3.602 -0.836 -0.001 0.002 -0.034 0.18
H -0.023 -1.594 -2.048 0.088 -0.071 0.031 0.24
H -1.102 -1.109 0.241 -0.104 -0.017 -0.022 0.24

---

4.
47
Properties=species:S:1:pos:R:3:forces:R:3:nbo_charge:R:1 method="wB97M-V/def2-TZVPD" de_lowest_kcal_mol=73.7 e_lumo_ev=-1.85 fmax_ev_per_a=3.67 orbital_gap_ha=0.248
C 1.715 -1.633 2.036 -0.672 -0.481 -0.456 -0.60
C 1.484 -0.201 2.505 -1.411 -0.271 1.015 -0.47
C 0.583 0.572 1.542 0.675 0.627 -1.909 0.39
C 1.073 0.975 0.278 -2.209 -0.573 2.872 -0.17
C 2.566 0.983 0.024 0.154 -0.373 -0.058 -0.64
C 0.197 1.445 -0.917 1.472 -0.026 0.293 0.10
O -0.169 2.826 -0.924 -0.426 -0.565 0.492 -0.55
C -1.274 3.348 -0.208 0.754 2.521 -2.159 0.75
O -2.432 3.337 -1.013 -0.741 -1.892 0.450 -0.75
O -0.972 4.736 -0.219 0.907 0.385 0.500 -0.74
C -1.466 2.917 1.216 -0.195 -1.198 -0.310 -0.49
C -1.757 1.411 1.515 -1.293 1.050 1.300 0.11
C -2.579 0.557 0.535 -0.066 0.223 -0.888 -0.48
C -1.663 -0.265 -0.287 0.702 -1.902 0.467 0.16
C -1.404 -1.588 0.052 -0.223 1.761 -0.391 -0.27
C -0.402 -2.380 -0.640 0.188 1.790 -1.883 0.00
C 0.139 -1.859 -1.809 -0.558 -0.932 2.551 -0.22
C 1.203 -2.558 -2.510 0.764 -0.803 0.384 0.49
O 1.927 -2.007 -3.295 0.527 0.423 -0.807 -0.48
C 1.502 -3.971 -2.120 -1.135 -0.913 1.664 -0.20
C 0.911 -4.526 -1.012 1.219 1.284 -2.759 -0.24
C 0.002 -3.724 -0.176 -0.238 -1.710 0.580 0.49
O -0.422 -4.265 0.835 -0.199 1.006 -0.206 -0.49
C -0.316 -0.558 -2.292 -0.696 0.483 -1.776 0.64
O -0.362 -0.350 -3.489 0.323 -0.080 0.079 -0.50
C -0.911 0.475 -1.383 -0.520 -1.131 1.062 -0.43
O -0.702 0.679 2.110 1.686 -0.129 -0.961 -0.52
H 2.412 -2.109 2.708 0.483 -0.229 0.036 0.21
H 0.795 -2.284 2.078 0.704 0.955 -0.122 0.22
H 2.092 -1.625 1.008 0.105 -0.293 0.146 0.20
H 2.419 0.303 2.753 -0.079 0.064 -0.289 0.22
H 0.947 -0.344 3.471 0.230 0.666 -0.560 0.23
H 2.940 2.002 -0.036 -0.051 0.318 -0.009 0.22
H 3.215 0.474 0.768 -0.726 0.172 -0.455 0.22
H 2.760 0.547 -0.961 0.153 -0.151 0.066 0.22
H 0.925 1.429 -1.746 -0.358 0.115 0.133 0.22
H -2.455 4.147 -1.540 0.288 -0.188 0.332 0.50
H -0.339 4.865 -0.953 -0.240 -0.134 0.581 0.49
H -2.328 3.461 1.560 -0.508 0.232 0.010 0.24
H -0.653 3.308 1.822 0.318 -0.329 -0.147 0.26
H -2.479 1.475 2.355 0.650 0.096 -0.141 0.21
H -3.228 -0.075 1.121 -0.107 -0.332 0.215 0.22
H -3.239 1.152 -0.129 0.474 0.049 0.481 0.25
H -1.901 -2.066 0.892 -0.067 0.224 -0.089 0.24
H 2.217 -4.506 -2.750 -0.280 0.175 0.196 0.24
H 1.051 -5.568 -0.777 0.093 -0.036 0.411 0.24
H -1.620 1.036 -1.998 0.128 0.051 0.058 0.28

---

5.
56
Properties=species:S:1:pos:R:3:forces:R:3:nbo_charge:R:1 method="wB97M-V/def2-TZVPD" e_lumo_ev="-6.86 / -6.38" fmax_ev_per_a=0.53 s2=0.76 total_charge=+2 spin_multiplicity=2 orbital_gap_ha="0.218 / 0.236"
Cr -0.754 0.260 -0.143 0.456 -0.220 -0.173 1.19
C -3.712 -2.708 0.651 0.004 0.000 0.000 -0.71
C -2.739 -2.017 -0.247 0.004 -0.044 0.010 0.75
O -1.835 -1.291 0.243 -0.027 0.114 -0.061 -0.62
N -2.829 -2.202 -1.552 -0.009 0.004 0.010 -0.54
C -1.884 -1.638 -2.519 0.016 0.008 -0.004 -0.29
C -2.169 -0.185 -2.812 -0.002 0.012 0.012 0.23
C -2.754 0.184 -4.010 -0.014 0.003 0.000 -0.22
C -3.050 1.517 -4.249 0.003 -0.004 -0.002 -0.10
C -2.764 2.447 -3.264 -0.002 -0.007 0.001 -0.22
C -2.176 2.009 -2.095 0.001 -0.002 0.018 0.08
N -1.866 0.725 -1.866 -0.093 0.041 -0.021 -0.48
H -3.471 -2.488 1.685 0.000 -0.001 0.000 0.26
H -3.675 -3.786 0.491 0.000 0.000 -0.002 0.27
H -4.726 -2.370 0.432 0.002 0.003 0.001 0.26
H -3.573 -2.792 -1.892 0.009 -0.010 -0.001 0.43
H -1.974 -2.219 -3.433 0.000 0.003 -0.002 0.25
H -0.873 -1.765 -2.138 -0.003 -0.008 -0.002 0.27
H -2.973 -0.571 -4.752 0.001 0.001 -0.002 0.24
H -3.501 1.821 -5.184 -0.003 0.000 0.002 0.25
H -2.986 3.496 -3.394 -0.001 0.000 0.000 0.25
H -1.926 2.704 -1.306 0.007 0.002 -0.006 0.22
C 1.973 4.870 0.727 0.032 -0.010 -0.010 -0.44
N 1.212 3.878 -0.021 -0.059 0.015 -0.026 -0.56
C 0.886 2.673 0.432 0.209 -0.048 0.065 0.82
N 1.199 2.315 1.679 0.016 0.094 -0.062 -0.80
O 0.263 1.878 -0.356 -0.297 0.065 0.064 -0.66
H 2.214 5.691 0.060 -0.021 0.010 0.005 0.25
H 2.913 4.448 1.084 0.002 -0.003 -0.002 0.22
H 1.398 5.262 1.566 0.000 -0.005 0.002 0.22
H 0.923 4.079 -0.964 0.033 -0.005 -0.004 0.43
H 1.751 2.917 2.265 -0.009 0.014 -0.008 0.42
H 1.130 1.331 1.908 -0.064 -0.027 0.037 0.45
Cl -3.908 3.998 2.550 -0.002 0.000 0.001 0.12
C -3.724 2.270 2.844 0.001 0.002 0.009 -0.25
Cl -5.264 1.427 2.683 0.004 0.004 -0.001 0.12
Cl -2.984 1.958 4.410 -0.005 0.005 -0.004 0.13
C -2.821 1.740 1.809 0.019 0.047 -0.059 0.44
N -2.119 1.329 1.006 -0.184 0.049 0.163 -0.36
O 0.576 -0.345 1.208 -0.020 -0.065 0.016 -0.66
C 1.217 -0.958 0.274 -0.015 -0.050 -0.012 0.80
O 0.655 -0.839 -0.881 0.024 0.003 0.045 -0.62
C 2.433 -1.698 0.496 -0.023 0.012 -0.013 -0.24
C 3.057 -2.318 -0.586 0.014 0.014 -0.019 -0.11
C 4.228 -3.047 -0.420 0.000 0.004 0.005 -0.27
C 4.731 -3.118 0.861 0.008 -0.008 0.007 0.30
O 5.834 -3.758 1.273 -0.011 0.006 -0.013 -0.44
C 5.947 -3.534 2.688 0.000 -0.001 0.006 0.23
O 4.821 -2.741 3.076 -0.008 0.006 -0.006 -0.47
C 4.110 -2.498 1.948 -0.005 0.001 0.006 0.29
C 2.959 -1.783 1.806 0.014 -0.017 0.020 -0.22
H 2.621 -2.220 -1.570 -0.005 -0.002 0.002 0.24
H 4.725 -3.535 -1.246 0.003 0.002 0.000 0.25
H 6.868 -2.989 2.890 0.001 -0.005 0.004 0.18
H 5.917 -4.492 3.205 0.005 0.000 0.000 0.19
H 2.467 -1.318 2.648 -0.007 -0.002 0.003 0.24

---

6.
54
Properties=species:S:1:pos:R:3:forces:R:3:nbo_charge:R:1 method="wB97M-V/def2-TZVPD" e_lumo_ev=-6.28 fmax_ev_per_a=3.26 total_charge=+2 orbital_gap_ha=0.281
Lu 0.455 0.094 0.423 0.922 -2.661 -1.640 2.05
Cl -2.331 6.431 -0.395 -0.039 0.076 -0.040 0.09
C -1.653 4.969 0.190 0.126 -0.195 0.062 -0.03
C -0.702 4.303 -0.568 0.060 0.007 -0.254 -0.24
C -0.168 3.138 -0.054 -0.318 -0.062 0.496 -0.10
Cl 0.986 2.185 -0.999 0.256 0.688 -0.611 0.07
C -0.524 2.597 1.188 -0.234 0.756 -0.004 0.28
O 0.068 1.496 1.660 -0.269 1.688 1.669 -0.90
C -1.516 3.287 1.906 0.257 -0.199 -0.101 -0.09
Cl -2.011 2.629 3.412 -0.047 0.079 0.016 0.09
C -2.064 4.456 1.416 -0.110 0.075 0.046 -0.21
H -0.388 4.684 -1.530 -0.020 0.020 0.014 0.26
H -2.816 4.977 1.994 0.010 -0.006 -0.003 0.27
N 3.028 2.133 1.554 0.133 -0.098 -0.011 -0.76
C 3.558 0.986 1.112 -0.162 -0.170 0.081 0.64
N 4.864 0.906 0.984 0.217 0.108 -0.016 -0.55
C 5.353 -0.271 0.591 -0.207 0.133 -0.061 0.62
N 6.649 -0.382 0.372 0.058 -0.035 -0.015 -0.71
N 4.593 -1.390 0.427 -0.011 -0.283 -0.041 -0.52
C 3.314 -1.226 0.566 0.219 0.238 0.164 0.47
N 2.693 -0.049 0.825 0.290 0.148 0.058 -0.78
C 2.448 -2.435 0.569 -0.109 -0.259 0.029 0.15
C 3.023 -3.693 0.620 0.007 0.127 -0.070 -0.18
C 2.210 -4.798 0.823 -0.057 0.068 -0.012 -0.11
C 0.848 -4.597 0.974 0.020 -0.052 -0.010 -0.21
C 0.348 -3.312 0.872 -0.154 0.063 -0.153 0.06
N 1.116 -2.238 0.656 0.247 0.087 0.226 -0.57
H 3.675 2.838 1.869 0.009 0.025 -0.013 0.43
H 2.092 2.132 1.924 -0.097 0.070 0.058 0.42
H 7.251 0.413 0.509 -0.004 0.009 0.000 0.43
H 7.039 -1.270 0.104 0.003 0.002 0.007 0.43
H 4.096 -3.772 0.526 0.003 -0.042 0.025 0.27
H 2.636 -5.790 0.882 -0.004 -0.003 0.006 0.26
H 0.175 -5.419 1.174 0.001 0.001 -0.018 0.26
H -0.715 -3.134 0.974 0.015 0.009 0.051 0.21
O -1.573 -0.648 0.668 -0.780 -0.407 0.124 -0.68
C -1.949 -1.142 -0.399 -0.206 -0.154 -0.273 0.81
C -3.049 -2.134 -0.500 -0.164 0.027 -0.028 -0.55
C -4.173 -1.589 -1.426 0.045 0.103 0.038 -0.39
C -4.277 -0.056 -1.497 0.075 -0.096 -0.102 -0.42
C -3.287 0.602 -2.471 -0.009 -0.052 0.215 -0.43
C -1.861 0.699 -1.945 -0.359 0.052 -0.253 -0.21
N -1.319 -0.658 -1.556 -0.055 0.223 0.266 -0.71
H -3.423 -2.317 0.505 0.055 -0.014 0.019 0.26
H -2.668 -3.077 -0.902 0.080 0.002 0.024 0.27
H -5.109 -1.991 -1.042 0.013 -0.047 -0.019 0.26
H -4.056 -1.987 -2.435 0.008 -0.015 -0.002 0.22
H -4.166 0.379 -0.496 -0.073 0.035 -0.002 0.21
H -5.284 0.191 -1.829 -0.003 0.021 0.035 0.26
H -3.623 1.616 -2.696 0.053 0.009 -0.027 0.25
H -3.290 0.054 -3.418 0.001 0.029 -0.033 0.22
H -1.840 1.341 -1.062 0.077 0.005 0.020 0.21
H -1.202 1.113 -2.704 0.105 -0.004 0.083 0.24
H -1.482 -1.275 -2.346 0.126 -0.128 -0.019 0.41